--- A ---
The following is a quantum chemistry calculation of the molecule C5H4, from the OMol25 dataset.

Geometry as XYZ:
```
9
C5H4 (ωB97M-V/def2-TZVPD)
C 1.9096 0.0010 -0.2480
C 0.5682 0.0479 -0.1053
C -0.5962 -0.6474 0.0089
C -0.6538 0.9335 0.0981
C -1.8343 -0.0110 -0.1346
H 2.4755 0.8484 -0.1903
H 2.5117 -0.9058 -0.0789
H -2.1873 -0.2529 -1.1450
H -2.3585 -0.1735 0.7423
```

Results
SMILES = C=C1C2=C1C2
Multiplicity = 1



--- B ---
The following is a quantum chemistry calculation of a structure of composition C5H4, from the OMol25 dataset.

Geometry as XYZ:
```
9
C5H4 (ωB97M-V/def2-TZVPD)
C 0.0158 0.9871 0.8014
C -0.8769 1.5710 0.0961
C 0.8678 -0.1105 0.9872
C 0.4040 -0.7819 -0.0760
C -0.7235 0.1599 -0.6426
H 1.4844 -0.4033 1.8604
H 0.5748 -1.6898 -0.4537
H -1.5651 -0.2702 -0.9599
H -0.1813 0.5378 -1.6129
```

Results
Multiplicity = 1



The energy of each structure relative to the most stable one, in eV, is as follows: A 0.794; B 0.000.



--- A ---
The following is a quantum chemistry calculation of the molecule C5H4, from the OMol25 dataset.

Geometry as XYZ:
```
9
C5H4 (ωB97M-V/def2-TZVPD)
C -0.0141 -1.9359 1.6402
C 0.0976 -1.2546 0.6559
C 0.2767 -0.4659 -0.5049
C -0.0056 0.8096 -0.4434
C -0.5630 1.9729 -0.5305
H -0.1533 -2.5631 2.4856
H 0.6009 -0.9146 -1.4342
H -0.0655 2.9042 -0.2302
H -0.8977 1.4958 -1.5327
```

Results
SMILES = C#CC=C=C
Multiplicity = 1



--- B ---
The following is a quantum chemistry calculation of the molecule C5H4, from the OMol25 dataset.

Geometry as XYZ:
```
9
C5H4 (ωB97M-V/def2-TZVPD)
C 0.5861 1.1231 -1.2836
C -0.5915 -1.7223 0.7730
C -0.2008 -0.0132 0.8926
C -0.0679 0.7322 -0.2396
C 0.4889 -1.3156 1.2809
H 0.0404 1.6083 -2.1906
H 1.6462 1.2390 -1.1176
H -1.3221 -2.1774 0.1976
H -0.5792 0.5259 1.6871
```

Results
Multiplicity = 1



--- C ---
The following is a quantum chemistry calculation of a structure of composition C5H4, from the OMol25 dataset.

Geometry as XYZ:
```
9
C5H4 (ωB97M-V/def2-TZVPD)
C -2.7660 -0.1281 -0.0148
C -1.6620 0.3635 0.0318
C 0.8393 1.1437 -0.0456
C -0.4082 0.8258 -0.0134
C 1.1618 -0.3499 -0.0086
H -3.6129 -0.6222 -0.1334
H 1.5462 1.9162 0.3151
H 1.1849 -1.0537 -0.7536
H 1.3125 -0.5728 1.0509
```

Results
Multiplicity = 1



The energy of each structure relative to the most stable one, in eV, is as follows: A 0.000; B 1.362; C 0.913.



--- A ---
The following is a quantum chemistry calculation of the molecule C5H10OS2, from the OMol25 dataset.

Geometry as XYZ:
```
18
C5H10OS2 (ωB97M-V/def2-TZVPD)
C 1.7383 -0.7589 -1.7741
C 0.9108 -1.2263 -0.5841
S -0.8230 -1.4829 -1.1493
C -1.6915 -1.1072 0.3946
O -1.6763 0.2429 0.7626
C -0.4591 0.9340 0.5323
C -0.4436 2.1493 1.4537
S 1.0109 -0.0929 0.8451
H 1.6908 -1.4865 -2.6234
H 2.7840 -0.6457 -1.4756
H 1.3924 0.2102 -2.1464
H 1.3068 -2.1969 -0.2312
H -2.7210 -1.3903 0.2607
H -1.2838 -1.7295 1.2128
H -0.4107 1.2436 -0.5179
H -0.3863 1.8334 2.5021
H -1.3603 2.7191 1.2912
H 0.4217 2.7845 1.2468
```

Results
SMILES = C[C@@H]1SCO[C@@H](C)S1
Multiplicity = 1



--- B ---
The following is a quantum chemistry calculation of the molecule C5H10OS2, from the OMol25 dataset.

Geometry as XYZ:
```
18
C5H10OS2 (ωB97M-V/def2-TZVPD)
C -2.4792 -0.5392 1.0840
S -1.7478 -0.5429 -0.5608
C -0.7709 0.9377 -0.5016
C 0.5011 1.0531 -1.3572
C 0.6520 1.0036 0.1140
O 0.9450 2.2551 0.6402
C 1.3531 -0.1374 0.8648
S 1.7732 -1.6238 -0.0910
H -3.2340 -1.3827 1.0569
H -1.7190 -0.6559 1.8496
H -2.9720 0.4579 1.2436
H -1.2995 1.8917 -0.4113
H 0.6428 2.0736 -1.7587
H 0.7811 0.3247 -2.1006
H 0.6995 2.1159 1.5702
H 2.3083 0.3072 1.1795
H 0.7696 -0.4845 1.7167
H 0.5210 -1.9274 -0.2624
```

Results
SMILES = CS[C@@H]1C[C@]1(O)CS
Multiplicity = 1



The energy of each structure relative to the most stable one, in eV, is as follows: A 0.000; B 1.051.



--- A ---
The following is a quantum chemistry calculation of a cluster of 4 separate species, CH12NO3 in total, from the OMol25 dataset.

Geometry as XYZ:
```
17
CH12NO3 (ωB97M-V/def2-TZVPD)
C -0.5882 -0.2419 -1.6704
N 0.3421 -0.6952 -0.5660
H -1.6039 -0.3347 -1.3186
H -0.2959 0.7702 -1.9423
H -0.3163 -0.7473 -2.5845
H -0.2005 -1.1325 0.2456
H 0.8126 0.1305 -0.2001
H 1.0380 -1.3501 -0.9120
H 1.2763 -1.4076 2.4535
H 1.5304 -2.7978 2.8474
O 0.8017 -2.2419 2.5557
H 0.0468 5.0631 -0.4948
H 1.1405 5.5529 -1.3295
O 0.5350 4.8003 -1.2869
H -1.1103 -1.8748 2.0994
H -2.0061 -2.0383 0.8180
O -1.4022 -1.4549 1.2856
```

Results
Multiplicity = 1
Net charge = +1



--- B ---
The following is a quantum chemistry calculation of a cluster of 4 separate species, CH12NO3 in total, from the OMol25 dataset.

Geometry as XYZ:
```
17
CH12NO3 (ωB97M-V/def2-TZVPD)
C 0.0288 2.6485 0.0136
N 0.3128 1.3284 0.6473
H -0.9296 2.9957 0.3440
H 0.8729 3.3393 0.2587
H 0.0736 2.5245 -1.1441
H -0.4948 0.6709 0.3424
H 0.6695 1.1969 1.6232
H 1.0609 0.8994 -0.0542
H -0.5984 -1.6498 -1.6478
H 0.3799 -2.0306 -0.4457
O -0.2142 -1.3383 -0.7901
H 2.4037 0.9725 3.4444
H 1.6053 -0.2937 3.5747
O 1.5645 0.5658 3.1326
H -2.4289 -2.7648 -2.2667
H -1.9919 -3.2013 -3.7182
O -1.7234 -2.7086 -2.9579
```

Results
Multiplicity = 1
Net charge = +1



--- C ---
The following is a quantum chemistry calculation of a cluster of 4 separate species, CH12NO3 in total, from the OMol25 dataset.

Geometry as XYZ:
```
17
CH12NO3 (ωB97M-V/def2-TZVPD)
C 1.2253 0.3197 1.3167
N -0.2562 0.5118 1.0499
H 1.7649 0.8060 0.5154
H 1.4271 0.4676 2.3676
H 1.3416 -0.7448 1.0925
H -0.4952 1.4893 1.2406
H -0.9236 0.0438 1.6615
H -0.4129 0.3047 0.0475
H -0.1974 -1.4188 -1.8190
H 0.4354 -0.1438 -2.1468
O -0.1786 -0.5070 -1.4931
H 3.7316 -1.7261 -2.0775
H 2.6091 -1.2997 -2.9705
O 2.7728 -1.7010 -2.1117
H -4.4836 0.5193 0.7605
H -4.4321 1.9478 1.3134
O -3.9283 1.1312 1.2529
```

Results
Multiplicity = 1
Net charge = +1



The energy of each structure relative to the most stable one, in eV, is as follows: A 0.108; B 0.058; C 0.000.



--- A ---
The following is a quantum chemistry calculation of a cluster of 2 separate species, C3H2Cl2O2 in total, from the OMol25 dataset.

Geometry as XYZ:
```
9
C3H2Cl2O2 (ωB97M-V/def2-TZVPD)
C -1.0420 0.2603 0.1853
C -0.4863 -0.8412 0.5470
Cl -0.0253 -1.2069 2.1846
Cl -0.2412 -2.1069 -0.5378
H -1.5321 0.9630 0.9918
H -1.1540 0.5362 -0.8017
O 1.5612 1.5380 0.0128
C 1.4917 0.7787 -0.8464
O 1.4281 0.0787 -1.7356
```

Results
SMILES = C=C(Cl)Cl.O=C=O
Multiplicity = 1



--- B ---
The following is a quantum chemistry calculation of a structure of composition C3H2Cl2O2, from the OMol25 dataset.

Geometry as XYZ:
```
9
C3H2Cl2O2 (ωB97M-V/def2-TZVPD)
C -1.8548 -0.4718 0.0710
C -0.7394 -0.8492 0.6420
C 1.3495 0.4802 -0.3706
O -2.9152 -0.2131 -0.3747
O 0.6633 -0.4609 0.5266
Cl 0.5167 0.5821 -1.8636
Cl 1.2406 2.2178 0.2304
H 2.4546 0.0501 -0.4192
H -0.7153 -1.3351 1.5580
```

Results
Multiplicity = 1



The energy of each structure relative to the most stable one, in eV, is as follows: A 0.000; B 2.598.



--- A ---
The following is a quantum chemistry calculation of a cluster of 2 separate species, C11H14N2O in total, from the OMol25 dataset.

Geometry as XYZ:
```
28
C11H14N2O (ωB97M-V/def2-TZVPD)
C 0.9975 -0.7145 -2.8839
C 0.2287 0.0400 -1.8433
C 0.6468 1.2101 -1.2427
N -0.4282 1.7881 -0.5089
C -1.4751 0.8002 -0.4399
C -2.5621 0.7988 0.2926
C -3.4472 -0.3699 -0.0309
C -3.0808 -1.3691 -0.9266
C -1.8101 -1.3664 -1.5937
C -1.0874 -0.2557 -1.4675
H 1.6633 -1.3661 -2.3390
H 1.6097 -0.1111 -3.4885
H 0.2630 -1.2690 -3.4450
H 1.5980 1.7738 -1.1399
H -0.3193 2.3521 0.2539
H -2.8832 1.4816 1.0193
H -4.4505 -0.2713 0.3640
H -3.6787 -2.1800 -1.0595
H -1.5177 -2.2245 -2.2126
C 1.7927 -0.6971 1.9170
C 2.1840 0.6270 2.3670
N 2.7369 0.8024 3.5292
O 1.9267 1.6411 1.7021
H 2.0332 -1.4642 2.6433
H 2.3309 -1.0973 1.0039
H 0.7021 -0.5195 1.4697
H 3.1237 1.7008 3.7091
H 2.9032 0.2599 4.3509
```

Results
SMILES = Cc1c[nH]c2ccccc12.CC(N)=O
Multiplicity = 1



--- B ---
The following is a quantum chemistry calculation of a cluster of 2 separate species, C11H14N2O in total, from the OMol25 dataset.

Geometry as XYZ:
```
28
C11H14N2O (ωB97M-V/def2-TZVPD)
C -1.9646 3.4939 -0.1213
C -1.6666 2.2743 -0.9659
C -2.6276 1.3448 -1.2761
C -2.3522 0.2623 -2.1298
C -1.0760 0.1021 -2.5828
O -0.6980 -0.9196 -3.4312
C -0.0756 0.9786 -2.1803
C -0.3641 2.0841 -1.4230
H -2.9947 3.5577 0.2314
H -1.7365 4.3987 -0.6983
H -1.3215 3.4766 0.7472
H -3.6157 1.4913 -0.8532
H -3.1600 -0.4510 -2.2552
H -1.2219 -0.9064 -4.2443
H 0.9135 0.7803 -2.5688
H 0.3986 2.8147 -1.1902
C 1.9164 -0.9578 3.6216
C 1.9710 -1.9916 2.5359
C 1.1847 -1.9807 1.4170
N 1.7078 -2.9491 0.5929
C 2.8534 -3.3805 1.1709
N 3.0199 -2.8482 2.3391
H 1.0696 -0.2965 3.4211
H 2.8456 -0.3880 3.6671
H 1.8090 -1.3846 4.6218
H 0.2211 -1.5325 1.2804
H 1.4885 -2.9694 -0.3961
H 3.4756 -4.1035 0.6700
```

Results
SMILES = Cc1ccc(O)cc1.Cc1c[nH]cn1
Multiplicity = 1



The energy of each structure relative to the most stable one, in eV, is as follows: A 0.895; B 0.000.



--- A ---
The following is a quantum chemistry calculation of a cluster of 2 separate species, C5H8N2 in total, from the OMol25 dataset.

Geometry as XYZ:
```
15
C5H8N2 (ωB97M-V/def2-TZVPD)
C 3.8786 -0.2012 -0.1022
C -2.0009 -0.1869 -0.0682
C -3.2628 0.4298 -0.2900
C 1.5645 0.5366 -0.3186
C 0.2815 -0.9357 0.6006
N 2.8326 0.1957 -0.2335
N -0.9117 -0.5443 0.1716
H 4.8802 -0.5447 0.1730
H -3.1236 1.3603 -0.7553
H -4.0076 -0.3186 -0.6387
H -3.6145 0.8343 0.8407
H 1.1033 0.6339 -1.3692
H 1.2871 1.3431 0.3034
H 0.5074 -0.7936 1.6410
H 0.5858 -1.8088 0.0456
```

Results
Multiplicity = 1
Net charge = +2



--- B ---
The following is a quantum chemistry calculation of a cluster of 2 separate species, C5H8N2 in total, from the OMol25 dataset.

Geometry as XYZ:
```
15
C5H8N2 (ωB97M-V/def2-TZVPD)
C -3.6698 -0.1587 -0.0047
C 3.3552 -0.1669 -0.0619
C -5.0565 -0.2290 0.1524
C 4.7305 -0.2469 0.2089
C 1.0610 0.6615 -0.3926
N -2.5468 -0.1657 -0.2150
N 2.1971 0.0538 -0.2796
H -5.2276 -1.2459 0.1646
H -5.5529 0.1337 1.1717
H -5.4024 0.4191 -0.7175
H 5.0146 -1.2164 -0.2172
H 5.1833 0.6381 -0.1275
H 4.9577 -0.2616 1.2874
H 0.7406 1.7024 -0.1196
H 0.2159 0.0827 -0.8496
```

Results
Multiplicity = 1
Net charge = +2



The energy of each structure relative to the most stable one, in eV, is as follows: A 0.000; B 2.217.



--- A ---
The following is a quantum chemistry calculation of the molecule C8H14O, from the OMol25 dataset.

Geometry as XYZ:
```
23
C8H14O (ωB97M-V/def2-TZVPD)
C -0.8522 1.3759 -1.7723
C -0.4012 0.0761 -1.5333
C 0.1637 -0.5844 -2.7140
O 0.6303 -1.7417 -2.7187
C -0.4838 -0.5651 -0.1558
C -1.7514 -0.0933 0.6314
C 0.8445 -0.3865 0.6352
C 0.8594 -1.1255 1.9430
C 1.2351 1.0913 0.9138
H -0.7631 1.8834 -2.7563
H -1.2594 2.0217 -0.9745
H 0.3093 -0.0213 -3.6063
H -0.5862 -1.6572 -0.3008
H -2.6928 -0.2718 0.0812
H -1.7460 0.9807 0.8671
H -1.8302 -0.6964 1.5257
H 1.6551 -0.8181 0.0148
H 0.1760 -0.6702 2.6769
H 1.8687 -1.0121 2.3692
H 0.6012 -2.1915 1.8071
H 2.2204 1.1342 1.3597
H 0.5286 1.5419 1.6659
H 1.2737 1.7302 0.0409
```

Results
SMILES = C=C(C=O)[C@H](C)C(C)C
Multiplicity = 1



--- B ---
The following is a quantum chemistry calculation of a cluster of 2 separate species, C8H14O in total, from the OMol25 dataset.

Geometry as XYZ:
```
23
C8H14O (ωB97M-V/def2-TZVPD)
C 1.0435 -2.1896 -1.0548
C 0.2757 -0.8981 -0.9538
C 2.7813 0.8584 1.6707
C -0.4171 2.0708 -0.6258
C -2.4298 0.4599 -0.1185
C 0.7022 -0.7305 1.4770
C -0.9754 0.8781 0.2388
C -0.0042 -0.2771 0.2428
O 3.3169 1.1894 0.7292
H 2.1246 -2.1328 -1.2443
H 0.5648 -2.7035 -1.8468
H -0.3401 -0.6094 -1.7413
H 0.9370 -2.8788 -0.0986
H 0.5145 1.7168 -1.1119
H -0.2760 3.0311 -0.0051
H -1.0910 2.4397 -1.4501
H -2.9956 1.3019 0.2597
H -2.6020 0.4089 -1.2232
H -2.6122 -0.4863 0.2539
H 0.2028 -1.8164 1.6321
H 0.5234 -0.0944 2.3817
H 1.7254 -0.8453 1.3808
H -0.9686 1.3070 1.2074
```

Results
Multiplicity = 1



The energy of each structure relative to the most stable one, in eV, is as follows: A 0.000; B 1.361.